Entry 1:
Formula: C7H9NSi
Source: the OMol25 dataset
Level of theory: ωB97M-V/def2-TZVPD

The value obtained for the electronic energy is -16769.07590 eV.

```
18
Properties=species:S:1:pos:R:3:forces:R:3
C -0.22230 2.16019 0.17625 -2.65 -0.14 -0.21
C 0.23365 0.91219 -0.07942 1.35 1.64 0.86
C 1.76182 0.84794 -0.05864 -1.42 -2.18 -0.35
C 2.36215 -0.33711 -0.29667 -0.14 3.60 0.08
C 1.68504 -1.50172 -0.56303 -0.19 -2.42 0.42
C 0.39761 -1.56890 -0.35927 -3.49 -1.61 -0.58
C -0.51346 -0.37840 -0.18126 1.54 -1.55 0.10
N -1.78657 -0.62108 -0.91358 -1.20 2.51 -1.62
Si -2.10208 -0.74492 0.75004 1.09 0.13 -0.23
H -1.32988 2.47862 0.32389 1.96 -0.86 -0.43
H 0.47597 2.97538 0.20901 0.17 0.18 0.13
H 2.38840 1.66002 0.24689 -0.26 0.71 -0.08
H 3.39170 -0.36003 -0.28253 2.25 -0.05 0.10
H 2.22533 -2.41982 -0.65141 0.37 -0.41 -0.27
H -0.12635 -2.60040 -0.37273 0.79 1.87 -0.16
H -2.18354 0.18368 -1.48224 1.03 -1.28 0.79
H -2.50098 -2.06439 1.07249 -0.41 -0.90 0.71
H -2.20486 0.37162 1.61896 -0.79 0.77 0.72
```
Positions in Å, forces in eV/Å.

Entry 2:
Formula: C7H9OS
Source: the OMol25 dataset
Level of theory: ωB97M-V/def2-TZVPD

The value obtained for the electronic energy is -20283.68572 eV. Its charge is -1.

```
18
Properties=species:S:1:pos:R:3:forces:R:3
C 1.65874 1.24156 -1.17887 -1.17 -0.42 0.77
C 0.44809 0.27802 -0.90619 1.08 1.15 -2.38
C -0.00059 -0.28533 -2.32170 0.69 2.25 2.35
C -0.49046 0.81021 -0.00559 -1.85 1.14 0.41
C -1.23241 1.06566 0.90593 -0.35 -1.04 1.72
O -1.86004 0.85405 2.06218 0.96 -1.81 -1.05
C -1.67119 -0.65469 2.50665 -2.38 2.98 0.37
C -0.65255 -1.44077 2.52593 4.42 2.07 -3.09
S -0.37998 -2.80328 3.48694 0.18 -0.85 0.14
H 2.43211 0.63917 -1.60752 1.21 -0.43 0.66
H 1.87002 1.90611 -0.31449 0.33 -0.77 -0.58
H 1.45164 1.82605 -2.03115 -0.80 1.33 -0.88
H 0.82106 -0.46220 -0.27027 0.99 -1.94 0.38
H -0.74497 0.36980 -2.76702 0.45 0.19 -0.38
H -0.35884 -1.24277 -2.30968 -1.33 -2.47 0.51
H 0.96098 -0.38076 -2.75008 0.69 0.28 -1.63
H -2.42699 -0.83385 3.19312 -1.83 0.19 0.91
H 0.17537 -0.88698 1.78181 -1.28 -1.84 1.78
```
Positions in Å, forces in eV/Å.

Entry 3:
Formula: C80H184N8O24
Source: the OMol25 dataset
Level of theory: ωB97M-V/def2-TZVPD

The value obtained for the electronic energy is -146999.56548 eV.

```
296
Properties=species:S:1:pos:R:3:forces:R:3
C -0.56076 3.44609 -6.97926 -0.88 0.47 0.04
C -1.05389 2.82212 -5.67338 0.47 -1.54 -0.84
N -1.88169 1.58906 -5.87894 0.47 0.22 -0.64
C -2.19871 0.94884 -4.62084 0.48 -0.68 -0.28
C -3.00871 -0.36062 -4.77592 -0.07 0.55 0.61
C -3.07692 1.77106 -6.66754 0.79 0.40 -1.71
C -3.99291 2.84668 -6.23191 -1.81 0.63 0.36
H -0.16225 2.78647 -7.75010 0.01 -0.39 0.40
H 0.19077 4.20367 -6.75708 0.03 0.08 0.01
H -1.41848 3.95007 -7.42469 0.08 0.25 -0.30
H -0.15331 2.50823 -5.14565 -0.09 -0.32 0.28
H -1.50473 3.59159 -5.04668 -0.44 0.02 0.08
H -1.23264 0.62760 -4.23146 0.11 0.22 0.53
H -2.63000 1.72446 -3.98800 -0.39 -0.45 0.74
H -4.04012 -0.21537 -5.09718 0.06 0.02 -0.13
H -2.51025 -1.07888 -5.42689 0.03 0.23 -0.25
H -3.08453 -0.85779 -3.80888 0.05 0.06 0.22
H -3.65493 0.86851 -6.86600 0.23 -0.38 0.90
H -2.82341 1.95694 -7.71123 0.61 0.46 -0.18
H -4.38120 2.67007 -5.22886 0.01 0.09 0.18
H -4.84777 2.80983 -6.90715 -0.30 0.08 -0.02
H -3.67465 3.88801 -6.28141 0.59 -0.14 0.00
C -0.03186 3.93114 1.76938 -0.28 0.05 -0.98
C -0.30785 5.28832 2.32934 -0.26 0.35 1.53
N 0.32501 5.39520 3.66384 -1.82 0.17 1.18
C 1.75581 5.18777 3.78451 -0.52 0.58 -1.97
C 2.46362 6.24454 2.87883 0.48 -0.07 0.74
C -0.18690 6.45823 4.52677 -0.36 0.60 -0.63
C -1.70598 6.43029 4.72935 0.02 -0.36 0.46
H -0.81676 3.70184 1.04864 0.25 0.02 -0.55
H -0.18113 3.16078 2.52594 0.61 0.08 0.19
H 0.94513 3.95735 1.28679 0.05 -0.75 0.02
H -0.11178 6.14313 1.68206 0.78 -0.02 -0.46
H -1.39380 5.36925 2.37685 -0.13 -0.01 0.91
H 2.02908 5.24132 4.83835 0.10 0.10 -0.12
H 1.89389 4.16404 3.43664 0.68 -0.03 0.05
H 2.08779 7.23576 3.13247 -0.07 0.05 0.11
H 3.54349 6.30479 3.01427 0.12 -0.21 0.05
H 2.28348 6.13463 1.80945 -0.14 -0.41 0.05
H 0.08431 7.44798 4.15941 0.03 0.47 -0.40
H 0.30598 6.45968 5.49896 0.05 -0.63 0.10
H -2.01872 7.02649 5.58658 0.28 0.16 0.11
H -1.98479 5.40564 4.97522 -0.22 -0.14 -0.16
H -2.32690 6.79361 3.91047 0.31 -0.16 -0.27
C 1.03701 -9.61243 3.93547 1.18 -0.10 0.63
C 0.91893 -8.23701 3.20384 -1.58 -1.13 0.57
N -0.26551 -8.19580 2.30612 1.28 1.05 -0.25
C -0.20886 -6.94584 1.45201 -0.43 -3.49 -0.74
C -1.27296 -7.09726 0.34663 -0.01 2.03 0.83
C -1.52914 -8.52282 2.96195 0.21 0.52 0.06
C -1.96381 -7.46629 3.97798 -0.61 -0.19 0.45
H 0.33863 -9.88413 4.72701 -0.89 0.71 -0.35
H 1.91865 -9.61974 4.57638 0.60 0.37 -0.24
H 1.14720 -10.54374 3.37992 -0.14 0.39 -0.79
H 0.85089 -7.48815 3.99294 -0.18 0.30 0.32
H 1.79986 -7.91853 2.64649 0.09 -0.64 -0.25
H -0.17932 -5.96890 1.93450 -0.44 0.08 0.40
H 0.72623 -7.07544 0.90712 0.30 0.23 0.25
H -1.12917 -6.17728 -0.21998 -0.19 -0.14 -0.76
H -1.22016 -7.98257 -0.28706 0.26 0.06 0.32
H -2.27084 -6.95499 0.76148 -0.16 -0.37 -0.02
H -1.41632 -9.50335 3.42448 0.21 0.14 0.33
H -2.30931 -8.74663 2.23439 0.03 0.52 -0.34
H -2.96322 -7.66414 4.36545 -0.10 -0.34 0.10
H -2.06249 -6.44841 3.60079 0.39 -0.01 -0.42
H -1.30279 -7.43133 4.84396 0.09 0.06 -0.05
C 3.84457 6.54617 -1.43301 -0.81 0.89 -0.86
C 3.50916 5.20324 -2.00544 0.15 -1.24 0.72
N 2.87810 5.16983 -3.33494 1.41 1.13 0.11
C 3.90773 5.47104 -4.35244 -0.55 2.07 -1.10
C 3.27419 5.94927 -5.69344 -1.08 -1.40 0.68
C 2.26564 3.88810 -3.55376 -0.11 0.39 -1.19
C 1.06059 3.64349 -2.70118 -0.58 -0.94 -0.08
H 4.17706 6.57842 -0.39546 0.33 -0.45 -0.18
H 2.93903 7.15214 -1.46274 0.00 0.34 -0.09
H 4.57400 6.96533 -2.12609 0.18 0.54 0.50
H 4.44909 4.65142 -2.01623 -0.02 -0.37 -0.19
H 2.85992 4.66283 -1.31657 -0.11 0.06 0.02
H 4.71105 4.75586 -4.52939 -0.22 -0.71 0.27
H 4.42819 6.38992 -4.08247 0.15 -0.15 0.77
H 2.45519 6.62475 -5.44632 0.29 0.45 -0.01
H 2.73421 5.09945 -6.11098 0.15 -0.13 -0.54
H 3.93225 6.36278 -6.45769 0.18 -0.04 0.33
H 1.89640 3.88352 -4.57930 0.06 0.05 -0.22
H 3.04103 3.12206 -3.54589 0.01 -0.69 0.46
H 1.30465 3.42689 -1.66117 -0.36 0.34 -0.01
H 0.28856 4.39743 -2.85496 0.36 0.57 0.48
H 0.53313 2.77716 -3.10035 0.22 -0.48 0.16
C -4.16856 -3.04377 -0.59157 -0.86 -0.19 0.62
C -4.70298 -4.14886 -1.51028 0.38 0.89 0.83
N -3.56843 -4.84312 -2.09431 0.25 -1.04 0.23
C -2.75137 -3.94949 -2.90547 0.34 -0.16 -0.59
C -1.42045 -4.56295 -3.44103 -0.86 1.03 0.13
C -3.99262 -6.02792 -2.85159 0.29 0.07 -0.33
C -4.50357 -7.21735 -2.01307 -0.23 0.82 -0.33
H -3.94282 -2.12196 -1.12766 0.41 -0.08 0.19
H -3.37186 -3.47255 0.01630 0.59 0.29 -0.38
H -4.89373 -2.78843 0.18111 -0.42 0.17 -0.33
H -5.32683 -4.78220 -0.87956 0.29 -0.53 -0.18
H -5.38660 -3.70090 -2.23146 -0.07 0.03 -0.57
H -3.34730 -3.59316 -3.74571 -0.20 -0.01 -0.65
H -2.55873 -3.01838 -2.37253 0.33 -0.29 0.35
H -1.60591 -5.30915 -4.21362 0.15 -0.38 0.47
H -0.87046 -3.79219 -3.98098 0.00 0.29 0.11
H -0.78780 -4.86983 -2.60816 -0.07 -0.50 -0.16
H -3.18574 -6.36459 -3.50252 0.36 -0.10 0.48
H -4.69766 -5.67705 -3.60520 -0.86 -0.21 -0.08
H -5.47293 -6.98065 -1.57442 0.04 0.01 0.22
H -3.79841 -7.46801 -1.22059 0.00 0.01 -0.06
H -4.68064 -8.08792 -2.64464 0.20 0.00 -0.07
C 5.45821 0.45117 -3.53598 -0.04 0.67 -0.39
C 5.00652 -0.42045 -4.69870 -0.35 -1.26 0.70
N 3.59712 -0.86549 -4.69263 0.10 1.47 -1.14
C 3.26246 -1.95624 -3.79750 1.87 0.23 -0.79
C 2.01245 -2.61653 -4.20461 -2.01 -0.38 0.74
C 2.54107 0.18408 -4.79061 0.42 -0.52 -1.11
C 2.73712 1.21968 -5.94948 0.60 0.08 0.70
H 6.51759 0.70452 -3.57663 0.21 -0.25 -0.18
H 5.28134 0.01531 -2.55270 -0.32 0.05 -0.02
H 4.96122 1.41183 -3.67100 -0.27 0.19 0.60
H 5.29403 0.03651 -5.64560 -0.31 0.10 -0.05
H 5.55592 -1.35993 -4.63834 0.22 -0.11 -0.18
H 3.99332 -2.75489 -3.92440 0.68 0.39 -0.01
H 3.35224 -1.66335 -2.75143 -0.52 -0.04 0.44
H 2.01716 -3.64800 -3.85226 -0.08 -0.14 -0.15
H 1.15321 -2.15565 -3.71737 -0.30 0.03 -0.12
H 1.83332 -2.58513 -5.27933 0.28 -0.10 0.01
H 2.35724 0.63843 -3.81702 0.09 0.55 0.18
H 1.62274 -0.34097 -5.05347 -0.11 -0.03 0.20
H 2.08540 2.09141 -5.89065 -0.49 -0.31 0.29
H 2.61553 0.81470 -6.95412 -0.03 -0.40 0.20
H 3.71673 1.69712 -5.92670 0.32 -0.21 0.10
C -2.23728 -3.20382 3.37720 0.27 -0.02 -0.66
C -3.20755 -3.51495 4.50396 1.15 0.70 0.09
N -4.01712 -2.30842 4.77262 0.31 0.10 0.45
C -3.96918 -1.89855 6.17165 2.70 0.14 0.88
C -2.53295 -1.29962 6.55459 -0.89 0.58 -0.86
C -5.37291 -2.46960 4.26396 0.55 -0.41 0.68
C -5.43694 -2.43226 2.74121 -1.12 -0.51 0.22
H -1.41419 -2.55548 3.67767 0.00 0.00 0.52
H -2.69517 -2.61685 2.58102 -0.25 -0.35 -0.17
H -1.77872 -4.10901 2.97914 -0.03 -0.10 -0.21
H -3.74934 -4.45151 4.37196 -0.75 0.20 -0.60
H -2.57084 -3.82735 5.33167 -0.09 0.53 0.60
H -4.67891 -1.11395 6.43391 -0.30 -0.24 -0.33
H -4.04693 -2.75381 6.84290 -0.74 -0.24 0.21
H -1.67587 -1.92812 6.31270 -0.22 -0.29 -0.10
H -2.38746 -0.36542 6.01220 0.06 -0.10 -0.31
H -2.39646 -0.96086 7.58159 -0.48 -0.47 0.31
H -6.00747 -1.78202 4.82312 -0.12 0.53 -0.65
H -5.69594 -3.43188 4.66119 -0.53 -0.55 -0.41
H -6.40062 -2.83459 2.42891 -0.38 0.14 0.05
H -4.76316 -3.15090 2.27462 0.40 0.37 0.23
H -5.37638 -1.43983 2.29455 0.47 -0.01 0.12
C -1.68670 0.80961 -1.19198 -0.44 0.63 1.65
C -0.93335 0.36464 0.09020 0.64 -0.36 -0.58
N 0.43714 -0.17278 -0.08550 -0.16 0.13 -0.44
C 0.43673 -1.44985 -0.82055 -0.15 0.36 0.63
C -0.18406 -2.59965 -0.00771 -0.12 0.27 -0.16
C 1.31899 0.85332 -0.71285 0.50 -1.66 1.00
C 2.81144 0.49451 -0.55691 -0.20 0.53 -0.13
H -2.06405 -0.00715 -1.80729 0.47 0.10 -0.23
H -1.21941 1.64766 -1.70910 0.36 -0.48 -0.44
H -2.57304 1.29209 -0.78002 -0.44 -0.04 -0.10
H -0.83220 1.17118 0.81639 -0.09 0.44 -0.22
H -1.55226 -0.36186 0.61674 0.07 -0.28 -0.08
H 1.47897 -1.70669 -1.00997 -0.04 -0.05 -0.23
H -0.06698 -1.26161 -1.76868 -0.12 -0.50 -0.44
H -0.19925 -3.55081 -0.53986 0.31 0.02 -0.21
H -1.22809 -2.44896 0.26685 0.01 0.30 0.02
H 0.38792 -2.72372 0.91182 0.02 -0.07 0.09
H 1.20842 0.97836 -1.79000 -0.76 0.17 -0.16
H 1.08619 1.75712 -0.14978 0.16 0.31 -0.38
H 3.15111 0.56647 0.47630 0.01 -0.17 0.02
H 3.08405 -0.46476 -0.99690 -0.27 -0.22 0.29
H 3.38331 1.18523 -1.17657 0.13 0.37 0.13
C 0.89789 0.06117 3.03340 0.69 -0.15 0.61
C 1.81992 0.02926 4.28540 -1.70 -2.09 -0.20
O 1.74069 1.22406 5.00962 0.86 2.07 0.58
C 0.73362 1.50704 5.84325 -1.23 -2.44 -0.56
O -0.15258 0.68300 6.09477 1.22 2.06 0.08
O 0.87574 2.75349 6.27330 0.93 0.37 -0.54
C -0.16725 3.36122 7.00670 -1.01 -0.78 0.88
H 1.03417 -0.79669 2.37492 0.49 0.16 -0.03
H 1.06364 0.98066 2.47200 0.03 -0.09 -0.17
H -0.15614 -0.01552 3.30030 0.01 0.31 0.41
H 2.85314 -0.28693 4.14200 0.15 0.99 -0.54
H 1.47294 -0.77977 4.92818 -0.39 -0.04 0.20
H -1.10464 3.15891 6.48855 -0.11 0.13 0.28
H -0.05903 4.43007 7.19091 0.65 -0.05 -0.83
H -0.17145 2.93131 8.00832 -0.33 -0.27 -0.01
C 2.05608 -2.21140 8.18414 -0.46 0.21 -0.11
C 1.21928 -3.47727 8.09734 0.58 0.33 1.13
O 1.29773 -3.89090 6.74050 0.07 -0.15 -1.24
C 0.38859 -4.67744 6.16142 -2.43 -1.15 0.86
O -0.48370 -5.31976 6.75461 2.06 1.34 -1.14
O 0.43734 -4.69313 4.80255 0.25 -0.28 0.96
C 1.19332 -3.68000 4.12256 -0.31 0.13 0.47
H 1.70138 -1.56815 7.37883 0.31 0.27 -0.01
H 3.12887 -2.38999 8.11126 -0.10 -0.09 -0.23
H 1.87462 -1.68741 9.12256 -0.06 -0.10 0.07
H 0.20594 -3.27847 8.44623 -0.17 -0.20 -0.48
H 1.66501 -4.20748 8.77278 -0.21 -0.46 -0.27
H 2.24269 -3.73753 4.41171 -0.05 0.19 -0.16
H 0.73036 -2.73361 4.40208 0.43 0.23 -0.12
H 1.05138 -3.82095 3.05107 0.04 -0.25 0.15
C 7.38100 6.20338 -5.39359 -0.04 -1.88 0.64
C 8.01461 5.21717 -4.39925 1.60 -0.51 -0.17
O 7.12934 4.77231 -3.39725 -1.64 1.06 -0.01
C 7.35398 3.71419 -2.64679 2.65 -1.06 0.32
O 8.39014 3.05319 -2.63514 -1.60 0.78 -0.06
O 6.29720 3.55092 -1.88455 -1.03 0.99 -0.05
C 6.26125 2.72942 -0.74322 0.11 -1.52 -0.26
H 6.80500 5.58379 -6.08092 -0.23 0.35 -0.22
H 8.21235 6.64780 -5.94082 -0.34 0.43 0.10
H 6.70181 6.87079 -4.86316 0.35 0.34 -0.23
H 8.90290 5.65601 -3.94487 -0.12 0.28 0.40
H 8.41827 4.30501 -4.83873 -0.08 0.10 -0.67
H 5.21845 2.55821 -0.47605 -0.07 0.55 -0.04
H 6.80711 3.13593 0.10819 0.14 -0.04 -0.23
H 6.59324 1.73974 -1.05691 0.53 -0.01 0.49
C 2.64749 -5.20782 -0.22345 -0.51 -0.93 0.39
C 3.88405 -4.39372 0.09174 -1.25 0.26 0.56
O 4.49139 -3.98834 -1.11879 1.27 -0.05 -0.96
C 5.19531 -4.89176 -1.81460 0.89 -3.34 0.47
O 5.36112 -6.09887 -1.53770 -0.56 3.28 -0.39
O 5.73509 -4.29968 -2.87739 -1.58 0.75 0.41
C 6.72846 -4.90315 -3.66277 1.35 -0.13 -0.02
H 2.89104 -6.21516 -0.56116 0.29 0.05 -0.08
H 1.97856 -4.79223 -0.97705 0.36 0.49 -0.12
H 1.99954 -5.37020 0.63788 0.23 0.25 0.32
H 4.55667 -4.83751 0.82573 0.29 -0.59 -0.56
H 3.62765 -3.45420 0.58129 -0.31 0.17 -0.22
H 7.63881 -4.81146 -3.07035 0.33 -0.10 -0.32
H 6.80712 -4.29608 -4.56465 -0.02 0.01 0.15
H 6.64595 -5.94856 -3.96014 -0.77 0.00 0.39
C 4.77572 2.72176 3.98324 0.02 0.95 -0.44
C 5.93150 1.79086 3.71361 -0.29 -0.87 2.04
O 6.01630 1.41195 2.36513 0.44 0.14 -0.90
C 5.57968 0.20015 2.03091 -0.74 -0.70 -0.06
O 4.81465 -0.51139 2.63980 0.46 0.34 0.25
O 6.08755 -0.09418 0.84595 0.92 0.13 -0.50
C 6.05285 -1.44124 0.37813 -0.60 -0.07 -1.06
H 4.98233 3.66988 3.48677 -0.07 0.09 -0.34
H 4.63660 3.03582 5.01770 0.17 -0.58 0.20
H 3.82539 2.35515 3.59524 0.09 -0.22 0.11
H 5.86880 0.87385 4.29949 -0.52 -0.12 0.09
H 6.89285 2.16658 4.06396 0.06 0.59 -0.62
H 6.38631 -1.42767 -0.65953 0.22 0.39 0.04
H 5.02316 -1.78768 0.28968 0.10 -0.20 0.60
H 6.73542 -2.11552 0.89535 -0.33 0.17 0.49
C -5.76820 1.07514 -1.48878 0.11 0.38 0.40
C -6.98985 0.23408 -1.61662 -0.11 0.13 0.23
O -6.65511 -0.89730 -2.43615 -0.90 -1.13 -0.28
C -6.71537 -0.95917 -3.76146 1.64 0.85 -1.48
O -6.41450 -1.94422 -4.41018 -1.05 1.27 0.95
O -6.88057 0.31257 -4.28464 -0.75 0.14 1.40
C -7.09516 0.57926 -5.66441 0.38 -2.44 -0.55
H -5.46647 1.49157 -2.44985 0.01 0.14 0.13
H -4.95493 0.48036 -1.07293 0.09 0.01 -0.04
H -6.00984 1.84709 -0.75816 0.21 0.20 -0.11
H -7.86742 0.81215 -1.90612 0.09 -0.20 -0.83
H -7.28452 -0.16208 -0.64485 0.28 -0.42 -0.04
H -8.14155 0.53100 -5.96582 -0.23 0.78 0.53
H -6.72945 -0.32852 -6.14430 0.55 0.21 -0.63
H -6.54310 1.45769 -5.99860 -0.25 -0.06 0.37
C -2.67595 2.35728 4.00686 -0.02 0.34 0.95
C -3.00827 1.03305 3.38418 0.12 0.75 0.05
O -4.05413 1.19451 2.40008 -2.89 0.06 -0.14
C -5.41998 1.38251 2.72123 0.50 0.66 -0.12
O -6.23634 1.86490 1.91629 2.55 -1.82 2.68
O -5.66489 1.00980 4.04845 2.09 0.62 -1.74
C -6.95167 1.26697 4.54644 -1.47 -0.21 -1.20
H -1.72273 2.19943 4.51140 -0.03 0.14 0.35
H -3.44076 2.64454 4.72841 0.07 0.07 0.21
H -2.52545 3.21564 3.35213 -0.11 -0.30 -0.51
H -3.22196 0.27915 4.14186 -0.28 -0.05 -0.26
H -2.08446 0.76439 2.87183 -0.54 -0.55 -0.64
H -7.21650 2.31316 4.39328 -0.11 -0.05 0.02
H -7.13186 0.98403 5.58354 0.91 -0.06 -0.03
H -7.56634 0.61719 3.92348 -0.81 0.35 0.21
C -4.61478 4.80706 1.11285 -0.51 -0.11 -0.72
C -4.06045 4.08636 -0.12537 -0.98 0.36 1.31
O -3.72424 5.16039 -1.02525 0.58 0.36 1.60
C -3.30759 4.89814 -2.21679 -0.30 -1.89 -2.98
O -3.45244 3.78655 -2.77457 1.04 3.04 0.90
O -2.83125 6.07746 -2.76180 -0.40 -2.15 0.55
C -2.42057 6.06320 -4.13744 -0.31 0.95 0.04
H -3.78168 5.26109 1.64942 -0.16 0.05 0.15
H -5.17951 4.11752 1.74032 0.28 -0.07 0.07
H -5.31303 5.58013 0.79209 0.05 0.13 0.10
H -4.76590 3.40323 -0.59843 0.16 0.21 0.02
H -3.23556 3.52860 0.31795 0.64 -0.10 -1.09
H -2.66205 7.08117 -4.44325 -0.02 -0.08 -0.31
H -2.97547 5.35912 -4.75750 0.13 -0.13 0.30
H -1.33898 5.97265 -4.23767 -0.04 -0.44 0.18
```
Positions in Å, forces in eV/Å.

no.,Kohn-Sham gap (eV)
1,7.8
2,6.2
3,8.3